Record 1
Density functional theory data (ωB97M-V/def2-TZVPD) for a cluster of 2 separate species, C5H11O2 in total.

Atoms and positions in Å:
O: -0.84 -1.30 1.32
O: -1.37 -3.31 2.22
C: -1.11 -2.53 1.27
C: 0.13 1.71 0.89
C: -0.99 -3.17 -0.14
C: 0.74 1.27 -0.45
C: 1.17 2.45 -1.36
H: -0.27 -2.59 -0.70
H: 0.45 3.27 -1.26
H: -1.96 -3.18 -0.65
H: -0.63 -4.18 0.00
H: -0.03 0.70 -0.96
H: 0.85 1.99 1.65
H: -0.43 0.86 1.27
H: 2.17 2.80 -1.16
H: 1.16 2.15 -2.41
H: 1.59 0.63 -0.26
H: -0.63 2.47 0.74

Summary:
**Frontier orbital gap**: 7.61 eV
**LUMO**: 0.1347 Eh
**ΔE to the lowest compared entry with this formula, charge and spin**: 4.8 kcal per mole
**Maximum force**: 1.0 eV/Å
**Total charge**: -1
**DFT total energy**: -347.64203 hartree
**HOMO**: -3.95 eV

Mulliken population analysis, charges in e, atoms 1 to 4: -0.645, -0.740, 0.439, -1.020



Record 2
Density functional theory data (ωB97M-V/def2-TZVPD) for a cluster of 2 separate species, C5H11O2 in total.

Atoms and positions in Å:
O: -1.79 0.42 1.46
O: -2.33 -1.90 0.72
C: -0.41 0.91 -0.42
C: 1.03 1.05 -1.00
C: 2.96 -0.62 -1.27
C: -0.51 0.72 1.11
C: 1.77 -0.28 -0.77
H: 3.47 0.03 -1.99
H: -0.81 1.92 -0.60
H: 0.19 -0.08 1.43
H: -2.70 -1.88 -0.16
H: 3.55 -1.40 -0.81
H: -2.17 -0.86 0.99
H: -0.03 1.61 1.59
H: -0.95 0.18 -1.04
H: 1.10 -1.10 -0.53
H: 1.55 1.67 -0.26
H: 1.07 1.44 -2.02

Summary:
**Frontier orbital gap**: 7.11 eV
**LUMO**: 0.1385 Eh
**ΔE to the lowest compared entry with this formula, charge and spin**: 67.0 kcal per mole
**Maximum force**: 2.7 eV/Å
**Total charge**: -1
**DFT total energy**: -347.54292 hartree
**HOMO**: -3.34 eV

Mulliken population analysis, charges in e, atoms 1 to 4: -0.848, -0.780, -0.505, -0.492



Record 3
Density functional theory data (ωB97M-V/def2-TZVPD) for a cluster of 2 separate species, C5H11O2 in total.

Atoms and positions in Å:
O: -2.36 1.33 2.05
O: -1.11 0.18 0.55
C: 1.13 0.69 -1.81
C: -1.52 -0.82 2.70
C: -1.73 0.35 1.62
C: 1.87 0.49 -0.49
C: 0.14 -0.48 -2.20
H: 1.25 -0.15 0.16
H: -0.91 -1.63 2.31
H: -2.48 -1.07 3.12
H: -0.29 -0.79 -1.25
H: -0.69 -0.13 -2.83
H: 2.79 -0.09 -0.65
H: 0.68 -1.30 -2.67
H: 2.04 1.36 0.13
H: -0.85 -0.56 3.52
H: 0.37 1.47 -1.62
H: 1.67 1.16 -2.62

Summary:
**Frontier orbital gap**: 8.06 eV
**LUMO**: 0.1480 Eh
**ΔE to the lowest compared entry with this formula, charge and spin**: 14.5 kcal per mole
**Maximum force**: 3.2 eV/Å
**Total charge**: -1
**DFT total energy**: -347.62662 hartree
**HOMO**: -4.03 eV

Mulliken population analysis, charges in e, atoms 1 to 4: -0.725, -0.638, -0.337, -0.930



Record 4
Density functional theory data (ωB97M-V/def2-TZVPD) for a cluster of 2 separate species, C5H11O2 in total.

Atoms and positions in Å:
O: 2.48 1.14 1.69
O: 1.81 -0.75 0.66
C: -1.51 -0.65 1.01
C: -2.93 -1.19 0.66
C: 1.80 1.32 -0.57
C: 2.06 0.47 0.73
C: 1.55 0.47 -1.81
H: -1.02 -0.29 0.11
H: 0.68 -0.16 -1.62
H: -3.15 -2.08 1.24
H: -0.96 -1.44 1.50
H: 2.40 -0.19 -1.95
H: -1.55 0.22 1.68
H: 0.96 1.97 -0.35
H: -2.96 -1.46 -0.39
H: 2.66 1.97 -0.72
H: -3.70 -0.44 0.81
H: 1.39 1.10 -2.69

Summary:
**Frontier orbital gap**: 7.57 eV
**LUMO**: 0.1374 Eh
**ΔE to the lowest compared entry with this formula, charge and spin**: 5.5 kcal per mole
**Maximum force**: 1.1 eV/Å
**Total charge**: -1
**DFT total energy**: -347.64092 hartree
**HOMO**: -3.83 eV

Mulliken population analysis, charges in e, atoms 1 to 4: -0.769, -0.701, -0.453, -0.897



Record 5
Density functional theory data (ωB97M-V/def2-TZVPD) for a cluster of 2 separate species, C5H11O2 in total.

Atoms and positions in Å:
O: -0.38 -0.24 1.90
O: 1.59 0.01 0.93
C: -1.18 -2.49 -0.58
C: 0.90 2.64 0.11
C: 0.13 1.98 1.27
C: 0.48 0.46 1.26
C: -0.28 -1.90 -1.65
H: -2.05 -1.82 -0.42
H: 0.25 -1.10 -1.14
H: -1.46 -3.56 -0.51
H: -0.66 -2.51 0.36
H: 0.67 2.32 2.13
H: 1.87 2.10 0.11
H: -0.97 -1.35 -2.32
H: 0.57 2.55 -0.98
H: -0.95 1.86 1.26
H: 0.31 -2.62 -2.17
H: 1.15 3.66 0.41

Summary:
**Frontier orbital gap**: 7.86 eV
**LUMO**: 0.1525 Eh
**ΔE to the lowest compared entry with this formula, charge and spin**: 27.9 kcal per mole
**Maximum force**: 3.7 eV/Å
**Total charge**: -1
**DFT total energy**: -347.60514 hartree
**HOMO**: -3.71 eV

Mulliken population analysis, charges in e, atoms 1 to 4: -0.766, -0.714, -0.780, -0.983



Record 6
Density functional theory data (ωB97M-V/def2-TZVPD) for a cluster of 2 separate species, C5H11O2 in total.

Atoms and positions in Å:
O: -1.25 1.18 1.67
O: 0.86 0.92 1.31
C: 0.63 -2.34 0.34
C: 0.66 2.40 -1.15
C: -0.40 2.39 -0.15
C: -0.22 1.49 1.08
C: -0.84 -2.79 0.25
H: 0.58 3.12 -1.90
H: 1.14 -2.70 -0.59
H: 0.47 1.55 -1.81
H: -1.44 2.09 -0.43
H: -0.45 3.40 0.33
H: -0.83 -3.12 -0.90
H: -1.16 -3.77 0.75
H: 1.64 2.04 -0.73
H: 0.89 -1.18 0.26
H: -1.56 -1.93 0.45
H: 1.30 -2.75 1.22

Summary:
**Frontier orbital gap (spin up / spin down)**: 11.85 / 7.00 eV
**LUMO (spin up / spin down)**: 0.0307 / -0.1277 Eh
**ΔE to the lowest compared entry with this formula, charge and spin**: 41.0 kcal per mole
**Spin multiplicity**: 2
**Maximum force**: 4.2 eV/Å
**Total charge**: 0
**DFT total energy**: -347.45277 hartree
**HOMO (spin up / spin down)**: -11.01 / -10.47 eV

Mulliken population analysis, charges in e, atoms 1 to 4: -0.499, -0.336, -0.563, -1.158



Record 7
Density functional theory data (ωB97M-V/def2-TZVPD) for the molecule C5H11O2PS.

Atoms and positions in Å:
S: 1.17 1.67 0.49
P: 0.09 0.37 -0.80
O: -1.09 -0.19 0.02
O: -0.30 1.11 -2.01
C: 2.26 -0.88 0.32
C: 2.67 0.64 0.39
C: 1.42 -1.17 -0.93
C: -3.03 0.76 0.91
C: -2.56 -0.17 -0.22
H: -2.40 1.54 0.96
H: 1.80 -1.14 1.32
H: 1.06 -2.11 -0.85
H: 2.12 -1.05 -1.85
H: -2.97 -1.29 -0.09
H: 3.12 -1.38 0.42
H: 3.23 0.88 -0.42
H: 3.27 0.89 1.24
H: -4.09 1.06 0.64
H: -2.66 0.19 -1.32
H: -3.12 0.25 1.79

Summary:
**Frontier orbital gap**: 9.77 eV
**SMILES**: CCO[P@]1(=O)CCCS1
**LUMO**: 0.0282 Eh
**ΔE to the lowest compared entry with this formula, charge and spin**: 0.0 kcal per mole
**Maximum force**: 5.9 eV/Å
**Total charge**: 0
**DFT total energy**: -1087.14013 hartree
**HOMO**: -9.00 eV

Mulliken population analysis, charges in e, atoms 1 to 4: -0.179, 0.722, -0.195, -0.705



Record 8
Density functional theory data (ωB97M-V/def2-TZVPD) for a structure of composition C5H11O2V.

Atoms and positions in Å:
V: 1.37 2.15 1.28
O: -1.03 0.68 0.43
O: 2.00 0.48 0.87
C: -0.63 2.10 0.73
C: -0.28 -0.30 0.26
C: -4.71 -1.05 -0.14
C: 1.17 -0.51 0.48
C: -3.74 -1.53 0.93
H: -2.78 -1.87 0.48
H: 1.47 -1.01 -0.47
H: -3.52 -0.74 1.66
H: -4.99 -1.86 -0.82
H: 1.14 -1.37 1.19
H: -4.27 -0.24 -0.75
H: -0.78 -1.15 -0.23
H: -5.64 -0.67 0.31
H: -4.15 -2.38 1.49
H: -0.87 2.60 -0.21
H: -1.41 2.40 1.44

Summary:
**Frontier orbital gap (spin up / spin down)**: 8.71 / 9.98 eV
**LUMO (spin up / spin down)**: -0.1650 / -0.1671 Eh
**Spin multiplicity**: 4
**Maximum force**: 1.5 eV/Å
**Total charge**: +1
**DFT total energy**: -1291.19989 hartree
**HOMO (spin up / spin down)**: -13.21 / -14.53 eV

Mulliken population analysis, charges in e, atoms 1 to 4: 0.978, -0.193, -0.829, -0.731



Record 9
Density functional theory data (ωB97M-V/def2-TZVPD) for a structure of composition C5H11O4Rh.

Atoms and positions in Å:
Rh: -0.39 -0.68 -1.30
O: -1.02 -0.19 2.76
O: 0.70 -1.02 -2.83
O: -1.85 -0.22 -0.33
O: 0.92 0.65 -0.78
C: -0.67 -1.49 2.39
C: 2.06 0.48 -1.42
C: -0.87 0.90 1.60
C: -2.04 0.76 0.63
C: 1.61 -0.09 -3.02
H: -2.22 1.76 0.20
H: 2.57 -0.42 -3.46
H: -0.96 1.86 2.13
H: -2.95 0.56 1.22
H: 2.67 -0.39 -1.11
H: 0.23 0.78 1.48
H: 0.34 -1.51 1.93
H: -1.34 -1.91 1.63
H: 1.25 0.87 -3.42
H: -0.68 -2.10 3.31
H: 2.65 1.39 -1.62

Summary:
**Frontier orbital gap (spin up / spin down)**: 9.92 / 5.49 eV
**LUMO (spin up / spin down)**: -0.1207 / -0.2815 Eh
**ΔE to the lowest compared entry with this formula, charge and spin**: 22.1 kcal per mole
**Spin multiplicity**: 6
**Maximum force**: 4.5 eV/Å
**Total charge**: +1
**DFT total energy**: -608.04729 hartree
**HOMO (spin up / spin down)**: -13.21 / -13.15 eV

Mulliken population analysis, charges in e, atoms 1 to 4: 1.391, -0.391, -0.633, -0.619



Record 10
Density functional theory data (ωB97M-V/def2-TZVPD) for a structure of composition C5H11O4V.

Atoms and positions in Å:
V: 1.71 0.02 1.05
O: 3.37 -0.85 1.30
O: 0.92 -1.63 0.49
O: 0.67 1.41 0.96
O: -2.75 0.84 -0.58
C: 3.25 -2.09 1.68
C: -0.64 1.65 0.59
C: 1.45 -2.11 -0.60
C: -2.94 1.74 -1.63
C: -1.32 0.50 -0.15
H: -2.17 1.62 -2.41
H: 1.25 -1.56 -1.54
H: -1.27 1.86 1.48
H: -2.92 2.79 -1.28
H: -3.92 1.53 -2.07
H: -1.53 -0.30 0.58
H: 4.01 -2.81 1.31
H: 1.43 -3.20 -0.73
H: -0.78 0.32 -1.10
H: 2.90 -2.27 2.71
H: -0.71 2.54 -0.05

Summary:
**Frontier orbital gap (spin up / spin down)**: 6.36 / 9.21 eV
**LUMO (spin up / spin down)**: -0.0204 / -0.0207 Eh
**Spin multiplicity**: 5
**Maximum force**: 2.7 eV/Å
**Total charge**: 0
**DFT total energy**: -1441.89137 hartree
**HOMO (spin up / spin down)**: -6.92 / -9.77 eV

Mulliken population analysis, charges in e, atoms 1 to 4: 1.464, -0.665, -0.559, -0.846



Record 11
Density functional theory data (ωB97M-V/def2-TZVPD) for a cluster of 2 separate species, C5H11OS in total.

Atoms and positions in Å:
S: -0.76 -0.53 1.78
O: -0.10 1.54 -0.42
C: -2.73 -1.03 -0.14
C: 3.42 0.25 -0.55
C: 2.28 1.23 -0.55
C: -2.53 -0.65 1.32
C: 1.02 0.81 -0.70
H: -2.23 -1.97 -0.37
H: -3.02 -1.41 1.95
H: 3.85 0.01 0.42
H: -2.48 -0.26 -0.87
H: 2.50 2.28 -0.34
H: 3.01 -0.70 -0.91
H: 4.23 0.57 -1.22
H: -3.02 0.32 1.51
H: -3.82 -1.17 -0.30
H: 0.88 -0.25 -0.90
H: -0.51 0.95 0.31

Summary:
**Frontier orbital gap**: 6.85 eV
**LUMO**: 0.1458 Eh
**ΔE to the lowest compared entry with this formula, charge and spin**: 14.5 kcal per mole
**Maximum force**: 1.3 eV/Å
**Total charge**: -1
**DFT total energy**: -670.54139 hartree
**HOMO**: -2.88 eV

Mulliken population analysis, charges in e, atoms 1 to 4: -0.619, -0.512, -0.959, -1.011



Record 12
Density functional theory data (ωB97M-V/def2-TZVPD) for a cluster of 2 separate species, C5H11P in total.

Atoms and positions in Å:
P: -0.79 0.26 0.82
C: 0.97 -2.00 0.10
C: 0.67 -0.71 0.21
C: -0.95 1.73 -0.33
C: 2.41 0.58 0.33
C: -2.10 -0.71 -0.08
H: -2.02 -1.66 0.28
H: 2.13 1.51 0.85
H: -1.86 2.39 -0.15
H: -0.20 2.54 -0.01
H: -0.84 1.25 -1.33
H: 1.89 -2.46 -0.02
H: 3.00 -0.14 1.00
H: 2.75 0.80 -0.66
H: -2.14 -0.54 -1.22
H: -3.00 -0.36 0.21
H: 0.06 -2.48 0.00

Summary:
**Frontier orbital gap**: 9.59 eV
**LUMO**: 0.0354 Eh
**ΔE to the lowest compared entry with this formula, charge and spin**: 78.1 kcal per mole
**Maximum force**: 5.0 eV/Å
**Total charge**: 0
**DFT total energy**: -538.30169 hartree
**HOMO**: -8.63 eV

Mulliken population analysis, charges in e, atoms 1 to 4: 0.163, -0.746, 0.194, -0.966